--- one ---
Here is a gas-phase ion, C5H11ClNO (charge +1) from the OMol25 dataset. Energies are from the ωB97M-V functional and the def2-TZVPD basis.

Structure (XYZ):
```
19
C5H11ClNO (the ωB97M-V functional and the def2-TZVPD basis)
C -1.58636 -0.59128 -0.20967
C 0.01463 -1.08776 1.59276
C 0.63450 -1.05058 -0.87700
C 0.62252 1.80474 -0.88420
C -0.14967 -0.40378 0.21159
N 0.13685 1.06371 0.37055
O -1.97511 -1.44822 -0.86898
Cl -2.77576 0.77571 0.24761
H 1.04603 -1.23091 1.78333
H -0.47052 -2.00819 1.59753
H -0.33112 -0.54690 2.46723
H 1.70612 -0.90271 -0.75133
H 0.39456 -0.67093 -1.92452
H 0.47358 -2.07996 -0.99859
H -0.08270 2.07459 -1.59068
H 1.05416 2.79698 -0.68734
H 1.34998 0.97716 -1.23586
H 0.69180 1.15231 1.25096
H -0.75347 1.37603 0.50660
```

Values from the calculation:
Total charge: +1
Highest occupied orbital energy: -15.249 eV
2S+1: 1


--- two ---
Here is 2 unconnected molecules or ions with the total composition C5H11ClNO from the OMol25 dataset. Energies are from the ωB97M-V functional and the def2-TZVPD basis.

Structure (XYZ):
```
19
C5H11ClNO (the ωB97M-V functional and the def2-TZVPD basis)
C 1.76916 -1.79265 0.07275
C 0.82966 -1.13319 -0.58382
C -0.05171 2.38346 0.06820
C -2.06040 -1.29387 0.28318
C 0.16116 -0.08410 0.16725
N -0.53570 1.04835 -0.41496
O 0.44809 0.02361 1.50831
Cl -3.22403 -0.04702 0.05648
H 2.10688 -2.65213 -0.40920
H 2.21984 -1.41744 0.91660
H 0.46724 -1.38210 -1.51385
H -0.17563 2.55091 1.09031
H 1.04208 2.37478 0.02346
H -0.70224 3.05384 -0.35535
H -1.78344 -1.74600 -0.74111
H -2.18147 -1.93981 1.04071
H -0.30525 0.84822 -1.39663
H -1.60478 0.83399 -0.03604
H 1.05713 -0.55545 1.97835
```

Values from the calculation:
Total charge: +1
Highest occupied orbital energy (spin up / spin down): -12.687 / -11.982 eV
2S+1: 1


The structure with the greatest stability is one.


--- one ---
Here is 2 unconnected molecules or ions with the total composition C3H9NO2S from the OMol25 dataset. Energies are from the ωB97M-V functional and the def2-TZVPD basis.

Structure (XYZ):
```
16
C3H9NO2S (the ωB97M-V functional and the def2-TZVPD basis)
C -0.42438 -0.73328 -0.30722
O -1.75517 -0.84790 -0.74071
C 0.00757 0.73140 -0.21761
C 1.47290 0.92030 0.22544
S 1.86345 0.60509 1.98471
N -0.89275 1.52153 0.63916
H 0.26792 -1.25802 -0.98637
H -0.30464 -1.17814 0.69009
H -0.06347 1.13730 -1.23402
H 2.07441 0.27697 -0.42206
H 1.74188 1.95216 -0.02895
H -0.53046 1.39902 1.58650
H -1.79668 1.05484 0.60601
H -1.79843 -1.48090 -1.58571
H -1.10508 -2.18537 -3.35179
O -1.85801 -2.37439 -2.78408
```

Values from the calculation:
Total charge: -2
Highest occupied orbital energy: 0.181 eV
2S+1: 1


--- two ---
Here is a molecular structure, C3H9NO2S from the OMol25 dataset. Energies are from the ωB97M-V functional and the def2-TZVPD basis.

Structure (XYZ):
```
16
C3H9NO2S (the ωB97M-V functional and the def2-TZVPD basis)
C 0.84449 0.59245 0.44829
O 0.32506 1.82790 0.34851
C -0.08719 -0.48331 -0.13625
C 0.53985 -1.90941 0.11204
S 0.90486 -2.42586 1.99536
N -1.52182 -0.34465 0.38804
H 1.89483 0.67230 -0.00248
H 0.95865 0.25257 1.45034
H -0.15936 -0.29924 -1.24643
H 1.49948 -2.01020 -0.35918
H -0.22953 -2.70080 -0.13324
H -1.50358 -0.39999 1.40338
H -1.87771 0.60074 0.19378
H -0.10486 2.26463 -0.69514
H -0.68097 1.77579 -2.08436
O -0.80220 2.58707 -1.68267
```

Values from the calculation:
Total charge: -2
Highest occupied orbital energy: 0.496 eV
2S+1: 1


The structure with the greatest stability is one.